8
Properties=species:S:1:pos:R:3:mulliken_charge:R:1 method="wB97M-V/def2-TZVPD" relative_energy_kj_mol=171.5 gap_ev="6.442 / 5.128" total_charge=+2 max_force_ha_per_bohr=0.0780 multiplicity=7 homo_ev="-15.431 / -15.228"
C -3.72770 0.33393 -0.36484 0.144
C -3.17853 -0.83357 -0.54240 -0.427
C -2.00256 -0.23761 -0.21106 0.041
C -0.62958 -0.10994 -0.04332 0.372
O 0.01484 -0.67831 0.86098 -0.545
Dy 2.35740 -0.56693 2.01777 1.686
H -4.42436 1.12938 -0.12921 0.410
H -0.13881 0.55238 -0.78253 0.318

---

9
Properties=species:S:1:pos:R:3:nbo_charge:R:1 method="wB97M-V/def2-TZVPD" relative_energy_kj_mol=727.8 gap_ev=7.546 max_force_ha_per_bohr=0.0502 homo_ev=-10.428
C 0.70665 -1.27604 -1.66632 0.341
C -0.03901 -0.67793 -0.83427 -0.643
C -0.64192 -0.34519 0.37053 0.057
C -1.28434 0.43437 -0.67310 0.769
O 1.75732 0.31199 1.91111 -0.938
F -0.87419 1.60531 -1.11799 -0.254
F -2.46512 0.01866 -1.20905 -0.273
H 1.04588 0.57941 1.24284 0.467
H 1.79473 -0.65058 1.97624 0.476

---

14
Properties=species:S:1:pos:R:3:nbo_charge:R:1 method="wB97M-V/def2-TZVPD" relative_energy_kj_mol=191.4 gap_ev=5.405 total_charge=-2 max_force_ha_per_bohr=0.0900 homo_ev=1.206
C -1.34781 -0.05838 -1.64281 0.668
C 1.13141 0.34891 1.80093 0.649
C -0.04354 -0.73193 -1.19302 0.655
C -0.04776 0.72021 0.91628 0.217
O -2.26412 -0.81253 -1.16701 -0.759
O 1.03721 0.05152 2.96792 -0.706
O -1.48805 0.86412 -2.43254 -0.691
O 2.34190 0.32842 1.23070 -0.746
O 1.08580 -0.32021 -1.57572 -0.739
O -0.25738 -1.84710 -0.51883 -0.734
F -1.19364 0.88506 1.72526 -0.424
F 0.08033 1.85332 0.21531 -0.385
H 2.32909 0.27086 0.26024 0.513
H -1.36344 -1.55228 -0.58670 0.483

---

9
Properties=species:S:1:pos:R:3:nbo_charge:R:1 method="wB97M-V/def2-TZVPD" relative_energy_kj_mol=509.1 gap_ev="8.048 / 7.788" max_force_ha_per_bohr=0.0513 homo_ev="-8.824 / -8.850"
C -0.40374 0.05974 -1.12953 -0.089
C 1.04849 -0.90141 0.46880 -0.025
C -1.07954 0.92293 -0.43942 0.388
C 0.88775 -0.26984 1.57998 -0.189
O 0.58186 -0.79284 -0.77131 -0.451
F -1.90955 1.95156 -0.69233 -0.306
I -0.48362 0.87118 2.61805 0.244
H -0.49506 -0.27907 -2.13370 0.216
H 1.85339 -1.56226 0.49946 0.212

---

9
Properties=species:S:1:pos:R:3:nbo_charge:R:1 method="wB97M-V/def2-TZVPD" relative_energy_kj_mol=114.3 gap_ev=9.427 max_force_ha_per_bohr=0.1052 homo_ev=-9.031
C 1.19537 0.65839 0.00664 -0.039
C 0.00602 -1.27258 -0.00047 0.041
C -0.00826 1.19986 0.00275 0.394
C -1.04230 -0.46584 0.00069 -0.363
O 1.23994 -0.70311 -0.00206 -0.432
F -0.50575 2.41037 -0.00381 -0.290
I -3.08204 -0.61483 -0.00095 0.256
H 2.16072 1.13749 -0.00676 0.218
H 0.03630 -2.34974 0.00397 0.215

---

8
Properties=species:S:1:pos:R:3:nbo_charge:R:1 method="wB97M-V/def2-TZVPD" relative_energy_kj_mol=93.1 gap_ev="7.709 / 6.793" max_force_ha_per_bohr=0.0702 multiplicity=3 homo_ev="-7.704 / -9.614"
C 1.42434 0.10003 -0.51945 -0.362
C 0.46602 0.18406 0.93263 -0.211
C 0.01478 -0.06628 -0.29192 -0.357
C -1.61433 -0.33268 -0.79491 0.562
O -2.51757 -0.31109 -0.01973 -0.602
Hg -1.68304 0.16049 2.23499 0.581
H 1.82956 1.03786 -0.91701 0.195
H 2.08024 -0.77239 -0.62461 0.195

---

9
Properties=species:S:1:pos:R:3:nbo_charge:R:1 method="wB97M-V/def2-TZVPD" relative_energy_kj_mol=483.7 gap_ev="6.895 / 6.791" max_force_ha_per_bohr=0.0842 homo_ev="-9.827 / -9.802"
C -1.89279 -1.82560 0.71958 -0.357
C -0.87974 -1.37676 0.25948 -0.196
C 0.34934 2.59950 -0.33426 0.014
C 1.18172 0.18261 -0.64819 -0.520
N -0.14356 3.36088 -1.05673 -0.225
S 1.24109 1.37021 0.50989 0.534
I 2.58890 -1.37538 -0.40791 0.297
H -2.69849 -2.30075 1.38698 0.252
H 0.25354 -0.63472 -0.42884 0.201

---

9
Properties=species:S:1:pos:R:3:nbo_charge:R:1 method="wB97M-V/def2-TZVPD" relative_energy_kj_mol=73.4 gap_ev=5.881 total_charge=-1 max_force_ha_per_bohr=0.0528 homo_ev=-2.684
C 0.95116 -0.36457 2.19706 -0.417
C 0.15244 -0.26680 1.30522 -0.044
C 0.16390 0.93739 -1.79143 1.017
C -0.65753 -0.18718 0.19869 -0.734
O 0.10081 2.09942 -1.62680 -0.603
O 0.36192 -0.06429 -2.42095 -0.603
I -1.39703 -2.02517 -0.65306 -0.044
H 1.78334 -0.64928 2.78670 0.210
H -1.45901 0.52048 0.00456 0.219

---

Repeat the first record exactly.
8
Properties=species:S:1:pos:R:3:mulliken_charge:R:1 method="wB97M-V/def2-TZVPD" relative_energy_kj_mol=171.5 gap_ev="6.442 / 5.128" total_charge=+2 max_force_ha_per_bohr=0.0780 multiplicity=7 homo_ev="-15.431 / -15.228"
C -3.72770 0.33393 -0.36484 0.144
C -3.17853 -0.83357 -0.54240 -0.427
C -2.00256 -0.23761 -0.21106 0.041
C -0.62958 -0.10994 -0.04332 0.372
O 0.01484 -0.67831 0.86098 -0.545
Dy 2.35740 -0.56693 2.01777 1.686
H -4.42436 1.12938 -0.12921 0.410
H -0.13881 0.55238 -0.78253 0.318